Entry 1:
This record from the Open Molecules 2025 dataset describes a cluster of 10 separate species, C42H111N7O17 in total. The level of theory is ωB97M-V/def2-TZVPD.

Computed properties:
HOMO level ... -8.14 eV
Energy above the lowest of the compared OMol25 structures with the same formula, charge and spin ... 3.811 eV
Structure (SMILES) ... COCCNCCOC.COCCNCCOC.COCCNCCOC.COCCNCCOC.COCCNCCOC.COCCNCCOC.COCCNCCOC.O.O.O
Multiplicity ... 1
Largest force on an atom ... 0.0692 Eh/bohr
HOMO-LUMO gap ... 8.20 eV

Last column: Mulliken charge in e.
Positions of all 177 atoms, in Å:
C -25.07 3.44 -4.87  -0.370
O -24.35 3.91 -6.05  -0.402
C -23.14 3.25 -6.36  -0.698
C -23.38 1.87 -6.87  0.100
N -22.13 1.20 -7.28  -0.274
C -21.69 1.54 -8.64  -0.690
C -22.53 0.67 -9.61  -0.621
O -22.39 -0.71 -9.36  0.299
C -21.21 -1.29 -9.89  -1.046
H -24.60 3.64 -3.91  0.296
H -25.32 2.39 -5.02  -0.002
H -26.04 3.93 -4.81  0.253
H -22.50 3.27 -5.49  0.347
H -22.60 3.87 -7.08  0.254
H -24.22 1.86 -7.56  0.165
H -23.78 1.23 -6.08  0.137
H -22.41 0.24 -7.42  0.072
H -20.62 1.42 -8.80  0.289
H -21.92 2.57 -8.90  0.403
H -22.33 0.94 -10.65  0.444
H -23.57 0.86 -9.37  0.093
H -20.34 -0.73 -9.53  0.390
H -21.23 -1.64 -10.92  0.305
H -21.18 -2.21 -9.31  0.261
C -27.24 -2.33 -11.32  -0.456
O -27.39 -1.70 -10.01  -0.333
C -26.33 -0.84 -9.63  -0.337
C -26.33 -0.50 -8.15  1.580
N -27.60 0.19 -7.85  -0.336
C -27.80 0.46 -6.43  -0.873
C -28.07 -0.82 -5.57  1.297
O -28.35 -0.43 -4.21  -0.425
C -29.43 -1.19 -3.62  -0.613
H -28.07 -3.00 -11.55  0.107
H -26.26 -2.78 -11.44  0.034
H -27.34 -1.60 -12.12  0.406
H -26.45 -0.03 -10.35  0.754
H -25.43 -1.38 -9.93  -0.484
H -25.48 0.15 -7.97  -1.011
H -26.25 -1.40 -7.54  -0.174
H -28.36 -0.40 -8.13  0.400
H -28.71 1.06 -6.37  0.443
H -27.03 1.14 -6.06  -0.099
H -27.24 -1.50 -5.42  -0.320
H -28.88 -1.41 -6.00  -0.200
H -29.34 -1.01 -2.55  0.296
H -29.41 -2.26 -3.83  0.053
H -30.39 -0.79 -3.94  0.358
C -22.19 -10.41 -5.04  -0.760
O -22.29 -9.12 -5.58  -0.351
C -23.49 -8.44 -5.13  -0.439
C -23.32 -6.97 -5.59  -0.902
N -24.46 -6.03 -5.35  0.544
C -24.54 -5.55 -3.92  -1.337
C -25.58 -4.30 -3.80  1.353
O -25.54 -3.68 -2.53  -0.550
C -26.35 -2.59 -2.27  -0.704
H -23.14 -10.95 -5.02  0.302
H -21.81 -10.38 -4.03  0.284
H -21.51 -10.97 -5.67  0.266
H -23.52 -8.49 -4.05  0.400
H -24.31 -9.01 -5.57  0.272
H -23.26 -7.10 -6.68  0.205
H -22.41 -6.49 -5.25  0.482
H -25.29 -6.61 -5.31  -0.110
H -23.56 -5.27 -3.54  0.413
H -24.81 -6.41 -3.31  0.332
H -26.62 -4.52 -4.03  -0.133
H -25.32 -3.50 -4.50  -0.483
H -27.39 -2.87 -2.46  0.314
H -26.14 -1.71 -2.89  0.180
H -26.05 -2.32 -1.26  0.336
C -23.56 -2.18 -6.24  -0.629
O -24.50 -2.83 -7.12  0.884
C -23.96 -3.85 -7.95  -0.119
C -25.14 -4.54 -8.57  -0.136
N -26.16 -5.14 -7.64  0.550
C -27.25 -4.19 -7.41  0.549
C -28.39 -4.80 -6.53  -0.088
O -29.37 -3.76 -6.37  0.338
C -30.59 -4.10 -5.69  -0.965
H -22.92 -2.81 -5.62  0.379
H -24.24 -1.62 -5.61  0.151
H -22.98 -1.58 -6.95  -0.420
H -23.39 -4.63 -7.43  0.199
H -23.35 -3.41 -8.73  -0.020
H -24.75 -5.23 -9.32  0.302
H -25.60 -3.87 -9.31  -0.475
H -25.60 -5.25 -6.80  0.052
H -27.67 -3.89 -8.37  -0.100
H -26.80 -3.32 -6.93  -0.268
H -27.92 -5.01 -5.56  -0.506
H -28.95 -5.67 -6.88  0.003
H -30.27 -4.59 -4.77  0.379
H -31.32 -4.64 -6.29  0.014
H -31.13 -3.19 -5.47  0.229
C -23.96 -2.20 -12.26  -0.930
O -24.49 -3.37 -12.93  -0.300
C -23.56 -4.45 -12.94  -0.375
C -24.07 -5.57 -13.87  -0.782
N -24.04 -5.15 -15.24  -0.399
C -24.66 -6.21 -16.15  -0.707
C -24.98 -5.65 -17.59  -0.686
O -26.12 -4.77 -17.41  -0.284
C -26.33 -3.97 -18.56  -0.714
H -24.63 -1.35 -12.19  0.331
H -23.01 -1.89 -12.71  0.598
H -23.72 -2.28 -11.20  0.168
H -23.55 -4.79 -11.90  0.208
H -22.56 -4.17 -13.25  0.383
H -25.06 -5.83 -13.50  0.401
H -23.48 -6.46 -13.67  0.405
H -24.55 -4.28 -15.30  0.284
H -25.53 -6.72 -15.75  0.361
H -23.99 -7.05 -16.34  0.369
H -25.12 -6.41 -18.36  0.514
H -24.15 -5.06 -17.95  0.362
H -26.54 -4.66 -19.38  0.285
H -25.40 -3.44 -18.75  0.314
H -27.20 -3.33 -18.44  0.227
C -20.37 5.07 -0.75  -0.802
O -20.34 3.76 -1.36  -0.255
C -19.04 3.11 -1.10  -0.673
C -18.88 1.80 -1.86  -0.591
N -19.74 0.79 -1.32  -0.391
C -19.57 -0.51 -2.06  -0.556
C -20.62 -1.52 -1.54  -0.661
O -21.96 -1.17 -1.91  -0.451
C -22.36 -1.52 -3.19  -0.342
H -19.81 5.84 -1.28  0.313
H -19.97 5.06 0.26  0.296
H -21.34 5.57 -0.71  0.273
H -18.94 2.95 -0.03  0.365
H -18.25 3.80 -1.39  0.429
H -17.83 1.52 -1.75  0.376
H -19.10 1.96 -2.92  0.327
H -20.67 1.16 -1.42  0.278
H -18.56 -0.91 -1.95  0.410
H -19.73 -0.49 -3.14  0.277
H -20.50 -1.73 -0.48  0.385
H -20.44 -2.53 -1.91  0.423
H -21.73 -0.90 -3.82  0.312
H -23.40 -1.24 -3.37  0.107
H -22.34 -2.60 -3.36  0.165
C -32.36 -3.03 -10.05  -0.926
O -31.40 -3.91 -10.61  -0.494
C -30.67 -4.34 -9.48  0.355
C -29.84 -5.51 -9.96  -1.292
N -30.59 -6.57 -10.60  -0.329
C -31.81 -7.03 -9.94  -0.888
C -31.55 -7.48 -8.48  1.028
O -32.83 -7.84 -7.89  -0.420
C -32.79 -7.74 -6.49  -0.486
H -31.96 -2.04 -9.87  0.305
H -33.08 -3.36 -9.30  0.308
H -33.01 -2.72 -10.87  0.383
H -31.24 -4.66 -8.61  0.038
H -30.09 -3.54 -9.01  0.579
H -29.15 -5.89 -9.21  0.365
H -29.17 -5.20 -10.75  0.269
H -30.79 -6.36 -11.57  0.320
H -32.25 -7.84 -10.52  0.397
H -32.53 -6.23 -10.12  0.275
H -31.10 -6.60 -8.03  -0.864
H -30.87 -8.33 -8.45  0.347
H -33.77 -7.93 -6.04  0.348
H -32.37 -6.83 -6.06  0.080
H -32.22 -8.57 -6.08  0.256
O -26.78 -7.52 -4.82  -0.557
H -27.71 -7.57 -4.59  0.179
H -26.69 -8.05 -5.61  0.236
O -26.83 -7.30 -9.29  -0.670
H -26.69 -6.66 -8.58  0.279
H -25.99 -7.75 -9.37  0.276
O -29.78 -7.59 -4.20  -0.576
H -30.58 -7.18 -3.86  0.272
H -30.03 -8.49 -4.37  0.272

***

Entry 2:
This record from the Open Molecules 2025 dataset describes the molecule C3H3NO2S. The level of theory is ωB97M-V/def2-TZVPD.

Computed properties:
HOMO level ... -9.75 eV
Energy above the lowest of the compared OMol25 structures with the same formula, charge and spin ... 4.440 eV
Structure (SMILES) ... Oc1nocc1S
Multiplicity ... 1
Largest force on an atom ... 0.1085 Eh/bohr
HOMO-LUMO gap ... 9.53 eV

Last column: Mulliken charge in e.
Positions of all 10 atoms, in Å:
O 0.01 2.23 -0.20  -0.469
C -0.49 0.94 -0.09  0.594
N -1.78 0.70 0.02  -0.400
O -1.88 -0.77 -0.21  -0.187
C -0.57 -1.23 -0.16  -0.221
C 0.28 -0.16 -0.22  0.099
S 2.08 -0.14 -0.19  -0.320
H 0.96 1.81 0.15  0.325
H -0.57 -2.36 -0.16  0.364
H 1.96 -1.02 1.05  0.215

***

Entry 3:
This record from the Open Molecules 2025 dataset describes a cluster of 2 separate species, C4H12OS2 in total. The level of theory is ωB97M-V/def2-TZVPD.

Computed properties:
Total charge ... -1
HOMO level (alpha / beta) ... -1.77 / -2.80 eV
Energy above the lowest of the compared OMol25 structures with the same formula, charge and spin ... 0.746 eV
Multiplicity ... 2
Largest force on an atom ... 0.0596 Eh/bohr
⟨S²⟩ ... 0.756
HOMO-LUMO gap (alpha / beta) ... 4.32 / 5.34 eV

Last column: Mulliken charge in e.
Positions of all 19 atoms, in Å:
C -1.62 0.40 -0.70  -0.856
C -0.98 1.63 -1.48  -0.600
S 0.71 1.65 -2.24  -0.392
S 2.86 0.71 -2.32  -0.403
C 3.40 0.79 -0.61  -0.455
C 2.47 0.16 0.41  -0.898
H -1.08 -0.44 -1.15  0.220
H -1.46 0.33 0.38  0.236
H -2.64 0.31 -1.06  0.324
H -1.80 1.97 -2.12  0.319
H -0.79 2.34 -0.69  0.185
H 3.62 1.84 -0.39  0.272
H 4.37 0.29 -0.60  0.252
H 2.92 -0.46 1.19  0.330
H 1.75 0.83 0.88  0.242
H 1.76 -0.49 -0.12  0.224
H -4.51 -4.25 2.84  0.320
H -4.29 -3.39 4.04  0.323
O -4.69 -4.22 3.76  -0.643